No. 1
The following is a DFT calculation (ωB97M-V with the def2-TZVPD basis set) of the molecule C6H4F2O2 at a distorted geometry.

```
! RIJCOSX wB97M-V def2-TZVPD def2/J DEFGRID3
* xyz 0 1
C -1.17641 0.73069 0.00842
C 0.01934 1.40353 0.02626
C 1.20499 0.68641 -0.01060
C 1.16618 -0.71684 -0.02498
C 0.00235 -1.41738 0.03368
C -1.21957 -0.69930 -0.06181
H -3.05956 0.75844 -0.00725
H 0.03314 2.48171 0.01239
H 3.11724 0.75891 -0.06355
H -0.06806 -2.47880 0.08120
O -2.32465 1.41721 -0.04631
O 2.36290 1.38793 0.05230
F 2.38730 -1.34161 -0.03612
F -2.42175 -1.31217 0.04762
*
```

Its energy above the lowest of the compared OMol25 structures with the same formula, charge and spin is 0.294 eV.

***

No. 2
The following is a DFT calculation (ωB97M-V with the def2-TZVPD basis set) of a 11-piece molecular cluster, C31H90N6O13 overall at a distorted geometry.

```
! RIJCOSX wB97M-V def2-TZVPD def2/J DEFGRID3
* xyz 0 1
C -0.23179 4.61476 3.79259
O -0.57498 3.33600 4.18000
H -1.13132 5.22139 3.68793
H 0.33061 5.20655 4.51480
H 0.38692 4.54842 2.89766
H -1.26223 3.51226 4.82670
C 1.26682 -9.41372 1.67784
O 0.39432 -8.64107 0.90321
H 2.09558 -9.82855 1.10409
H 1.75711 -8.75866 2.39799
H 0.77690 -10.26843 2.14426
H -0.18833 -9.24980 0.44325
C -4.28513 1.20437 5.54483
O -3.76036 2.32683 6.22760
H -5.22732 1.46039 5.06025
H -3.58129 0.80522 4.81450
H -4.36721 0.42999 6.30752
H -4.49541 2.85046 6.55488
C -1.83062 0.31508 -4.86083
C -0.95125 1.53958 -4.94823
C -1.68986 2.92577 -5.13273
O -2.30715 2.88306 -6.37923
C -2.61727 4.18769 -6.88784
N -0.04815 1.55711 -3.78976
H -2.49170 0.28120 -5.72682
H -2.44186 0.32907 -3.95845
H -1.23760 -0.59770 -4.91805
H -0.29252 1.50682 -5.81605
H -0.96654 3.73984 -5.08575
H -2.34830 3.16411 -4.29742
H -1.73272 4.82434 -6.90648
H -3.50984 4.60234 -6.41936
H -2.88396 4.07511 -7.93870
H -0.50945 1.63969 -2.89507
H 0.43567 0.67623 -3.68931
C -4.38985 5.49475 0.06276
C -3.70732 6.82801 -0.38784
C -3.86453 7.07446 -1.87436
O -3.15287 8.27484 -2.32602
C -2.90804 8.18611 -3.71047
N -4.39710 7.88655 0.37964
H -3.85216 4.64585 -0.35956
H -5.43374 5.42663 -0.24344
H -4.31772 5.44470 1.14922
H -2.65530 6.64232 -0.17134
H -4.89985 7.07053 -2.21524
H -3.47930 6.18862 -2.37932
H -2.37446 7.28444 -4.01110
H -2.30406 9.05609 -3.96826
H -3.83694 8.31440 -4.26615
H -4.12151 8.71856 -0.12226
H -4.23545 8.08170 1.35734
C -2.76698 -0.73943 0.66702
C -1.26179 -1.06646 0.90430
C -0.85446 -2.16394 -0.08148
O -1.73827 -3.28265 0.11984
C -1.41967 -4.29236 -0.84171
N -0.46253 0.17232 0.74023
H -3.07180 -0.52489 -0.35726
H -3.07942 0.17071 1.17899
H -3.27059 -1.66356 0.95069
H -1.08356 -1.41408 1.92189
H 0.18633 -2.40922 0.12996
H -0.96798 -1.81658 -1.10839
H -1.44030 -3.89604 -1.85690
H -2.00954 -5.19927 -0.70883
H -0.36525 -4.48958 -0.64829
H -0.75416 0.79087 1.48349
H 0.47979 -0.13963 0.92686
C 1.54167 5.58928 -1.47124
C 3.01752 5.35738 -1.87418
C 3.74073 4.48788 -0.84434
O 5.08237 4.25081 -1.35494
C 5.92020 3.42163 -0.52068
N 2.82362 4.72906 -3.12917
H 1.51683 6.16426 -0.54556
H 1.01707 4.64399 -1.33219
H 0.89758 6.19521 -2.10850
H 3.53244 6.30724 -2.01813
H 3.22233 3.54085 -0.69434
H 3.87779 5.06360 0.07100
H 6.93884 3.43162 -0.90844
H 5.58911 2.38319 -0.50926
H 5.91233 3.77967 0.50881
H 3.64007 4.15862 -3.29682
H 2.12225 4.00709 -3.04584
C -3.19286 -4.22756 4.64200
C -2.86002 -5.53354 3.91958
C -4.02392 -6.16433 3.10486
O -5.01508 -6.44811 4.06211
C -6.21232 -6.95455 3.41526
N -1.64899 -5.43090 3.12642
H -3.83338 -4.46670 5.49091
H -3.72780 -3.52384 4.00427
H -2.27073 -3.72952 4.94153
H -2.56963 -6.16803 4.75697
H -3.67903 -7.09504 2.65441
H -4.32664 -5.45865 2.33124
H -6.02547 -7.78637 2.73608
H -6.70284 -6.17657 2.83026
H -6.84432 -7.42472 4.16866
H -1.46079 -6.34049 2.72978
H -1.85602 -4.88952 2.29929
C 1.92986 -5.54702 -4.55689
C 2.35633 -4.06718 -4.67299
C 2.96432 -3.53626 -3.43345
O 2.95786 -2.07907 -3.44469
C 4.12562 -1.58956 -2.81620
N 3.31770 -3.93903 -5.80758
H 2.84325 -6.13604 -4.47393
H 1.48512 -5.90133 -5.48682
H 1.17466 -5.69746 -3.78544
H 1.48687 -3.43672 -4.85918
H 3.98089 -3.91642 -3.33269
H 2.35147 -3.89077 -2.60470
H 5.02042 -1.94722 -3.32562
H 4.18187 -1.87461 -1.76564
H 4.24311 -0.51125 -2.92369
H 4.21844 -4.32892 -5.56937
H 3.46468 -2.95546 -5.98390
C 5.13318 -3.55554 2.97146
C 3.73199 -4.17891 2.79269
O 2.64538 -3.53712 3.45621
O 5.69945 -3.70038 4.29216
H 5.33587 -2.54898 2.60559
H 5.84996 -4.18057 2.43888
H 3.75404 -5.17979 3.22380
H 3.59341 -4.15211 1.71187
H 1.86172 -4.08669 3.38248
H 5.23087 -3.22879 4.98472
C 5.56133 1.30321 4.10747
C 4.13386 1.67719 3.82712
O 3.55532 0.58650 3.20432
O 6.34205 2.32551 4.67413
H 5.99240 1.03263 3.14359
H 5.57900 0.40715 4.72784
H 4.05557 2.56059 3.19342
H 3.58985 2.01513 4.70913
H 3.31283 -0.03481 3.89481
H 6.12672 2.47663 5.59738
*
```

Its energy above the lowest of the compared OMol25 structures with the same formula, charge and spin is 1.735 eV.

***

No. 3
The following is a DFT calculation (ωB97M-V with the def2-TZVPD basis set) of C14H7Cl2F3NO4PtS as an isolated structure at a distorted geometry.

```
! RIJCOSX wB97M-V def2-TZVPD def2/J DEFGRID3
* xyz -1 1
Pt -0.22248 -0.77328 0.82558
O -0.35213 -2.18432 4.64061
C -0.24739 -1.58393 3.58408
O -0.25975 -2.09247 2.40850
C -0.07178 -0.08259 3.60610
C 0.17586 0.59203 4.78634
C 0.33505 1.96437 4.75053
C 0.22688 2.61484 3.53393
C -0.02668 1.87949 2.38983
N -0.16744 0.55020 2.42439
H 0.23707 0.01023 5.69475
H 0.53583 2.52098 5.65721
H 0.34037 3.68714 3.45630
H -0.11767 2.35289 1.42396
Cl 0.06917 -1.74705 -2.00722
C -0.01597 -0.27202 -3.01606
C -0.02083 -0.37309 -4.39078
C -0.00288 0.80329 -5.11790
C 0.01103 2.01623 -4.44179
C -0.02933 2.05904 -3.06468
Cl -0.05871 3.62983 -2.31841
C -0.06925 0.90270 -2.25410
S -0.16153 1.07364 -0.54651
H -0.02663 -1.34724 -4.84821
H -0.00359 0.77488 -6.19799
H 0.05140 2.95006 -4.98541
F -1.73904 -1.25394 -0.63924
C 0.13459 -2.96725 -3.18547
F 0.20966 -4.05712 -2.47950
F 1.82868 -1.04825 -0.69281
C -0.18997 -3.40390 0.33515
O 0.95753 -3.58195 0.36656
O -1.33004 -3.61344 0.30225
*
```

Its energy above the lowest of the compared OMol25 structures with the same formula, charge and spin is 8.704 eV.

***

No. 4
The following is a DFT calculation (ωB97M-V with the def2-TZVPD basis set) of the molecule C10H12ClN3O at a distorted geometry.

```
! RIJCOSX wB97M-V def2-TZVPD def2/J DEFGRID3
* xyz 0 1
C 0.56909 -2.92460 2.23953
C 1.89074 -2.53673 2.29664
C -0.41587 -2.42116 1.34490
C 1.52263 -1.12799 0.49345
C -1.40197 2.62759 -1.51087
C -0.48532 2.89573 -0.37772
C -1.75912 1.05551 -1.59899
C -0.27241 1.52649 0.16906
C -0.62680 -0.90898 -0.58872
C -0.80781 0.55716 -0.55916
N 2.31773 -1.61412 1.41927
N 0.20480 -1.42827 0.46346
N 2.04105 -0.31069 -0.47615
O -1.56782 -2.80106 1.15237
Cl 3.56050 0.28711 -0.11525
H 0.14640 -3.74356 2.73930
H 2.82696 -2.94129 2.87569
H -2.41235 3.21282 -1.53203
H -0.80905 2.91686 -2.39547
H 0.47893 3.44161 -0.50340
H -0.89359 3.52600 0.42547
H -2.75444 0.79981 -1.52736
H -1.57736 0.59606 -2.63851
H 1.49762 0.59116 -0.83704
H 0.36021 1.32968 0.96861
H -1.61748 -1.43409 -0.47607
H -0.01528 -1.17106 -1.45103
*
```

Its energy above the lowest of the compared OMol25 structures with the same formula, charge and spin is 0.125 eV.

***

No. 5
The following is a DFT calculation (ωB97M-V with the def2-TZVPD basis set) of a 2-piece molecular cluster, C5H7ClFN5O2 overall at a distorted geometry.

```
! RIJCOSX wB97M-V def2-TZVPD def2/J DEFGRID3
* xyz 0 1
C -0.13432 1.31180 -0.62877
C -0.85919 0.30615 0.13996
C -0.52099 1.20518 -1.96991
C -1.73832 -0.67443 -1.69305
C -0.70850 1.15096 2.46903
N -1.57759 -0.62521 -0.39396
N -1.21230 0.21849 -2.54200
N 0.74100 2.16147 -0.10985
N -2.39322 -1.82171 -2.05888
N -0.79231 0.20182 1.53456
O -0.27706 2.23420 2.45261
O 2.46431 0.12155 1.47844
F -1.42929 0.66102 3.54078
Cl 0.12019 2.32217 -3.13854
H 1.05822 2.08913 0.81353
H 0.81114 3.05345 -0.56363
H -3.13692 -2.02532 -1.51236
H -2.69011 -1.91344 -2.98947
H -1.23699 -0.67025 1.75847
H 3.15810 0.52604 1.06548
H 2.58416 -0.87311 1.43126
*
```

Its energy above the lowest of the compared OMol25 structures with the same formula, charge and spin is 0.300 eV.

***

No. 6
The following is a DFT calculation (ωB97M-V with the def2-TZVPD basis set) of the molecule C4H6F2S2 at a distorted geometry.

```
! RIJCOSX wB97M-V def2-TZVPD def2/J DEFGRID3
* xyz 0 1
C -0.59754 -1.21931 0.89854
C -0.47729 -0.56585 -0.42945
C -0.92706 0.95689 -0.63406
C 1.95388 0.27330 -0.04224
H -1.65681 -0.95468 1.07182
H -0.24865 -2.22668 0.92427
H -1.28470 -0.86825 -1.19615
H -1.03613 1.15132 -1.68251
H -1.90577 1.14620 -0.09539
H 1.34302 1.22381 0.42386
F 0.20277 -0.19025 1.55613
F -0.07995 1.84061 0.05250
S 1.13866 -0.78072 -1.07266
S 3.57558 0.21362 0.22535
*
```

Its energy above the lowest of the compared OMol25 structures with the same formula, charge and spin is 2.617 eV.

***

No. 7
The following is a DFT calculation (ωB97M-V with the def2-TZVPD basis set) of a 5-piece molecular cluster, C16H40N7O5 overall at a distorted geometry.

```
! RIJCOSX wB97M-V def2-TZVPD def2/J DEFGRID3
* xyz 1 1
N 3.79813 -1.71435 0.99568
C 3.27167 -1.75812 -0.36415
O 4.38032 -2.12864 -1.15515
C 2.87703 -0.34220 -0.85760
N 1.44591 0.03957 -0.62896
C 0.70748 -0.92921 0.23181
C 0.86535 -2.31515 -0.42848
N 2.24905 -2.79257 -0.58084
H 3.12078 -1.33321 1.63974
H 4.11792 -2.62993 1.27352
H 4.11745 -2.93258 -1.59586
H 3.16870 -0.20051 -1.90217
H 3.49137 0.37261 -0.29121
H 0.99081 0.07447 -1.54469
H 1.36492 0.96794 -0.21222
H 1.05000 -0.93185 1.26848
H -0.35194 -0.65187 0.15691
H 0.40799 -2.30830 -1.43471
H 0.26555 -3.01688 0.16465
H 2.37136 -3.45377 0.18040
C 0.76885 3.39162 0.98410
O 1.80377 2.73150 0.99543
N 0.56683 4.48513 0.23745
C -0.68478 5.22726 0.27603
C 1.63513 4.94346 -0.63603
H -0.09802 3.13086 1.61112
H -1.12989 5.23865 -0.71951
H -0.48720 6.25056 0.59407
H -1.38465 4.77109 0.97175
H 1.88688 4.15859 -1.35163
H 2.52262 5.16667 -0.04284
H 1.32171 5.83544 -1.17134
C 0.05008 -1.67719 -4.49018
O 0.02912 -0.46311 -4.38611
N -0.80760 -2.41244 -5.22144
C -0.71511 -3.85911 -5.28988
C -1.85571 -1.73217 -5.96440
H 0.80827 -2.28589 -3.96972
H -0.55834 -4.16529 -6.32555
H -1.64220 -4.30103 -4.91995
H 0.11523 -4.21934 -4.68486
H -1.40801 -1.03398 -6.67264
H -2.48574 -1.16793 -5.27523
H -2.46243 -2.45632 -6.50187
C 1.81038 -5.30179 2.36557
O 1.08276 -4.80192 1.52225
N 1.84839 -4.94085 3.66164
C 2.73953 -5.58199 4.61297
C 0.96934 -3.87945 4.11914
H 2.51191 -6.11389 2.12240
H 2.15199 -6.03829 5.41112
H 3.41201 -4.83661 5.04131
H 3.33110 -6.35333 4.12391
H -0.06900 -4.15875 3.93487
H 1.18402 -2.96227 3.56593
H 1.11564 -3.70471 5.18173
C -4.47225 5.85276 0.66748
O -3.45607 6.50528 0.79474
N -5.07612 5.16268 1.65978
C -6.29263 4.40433 1.43868
C -4.48685 5.18602 2.98705
H -4.99863 5.77316 -0.29665
H -7.08521 4.79008 2.08258
H -6.11581 3.35296 1.67604
H -6.61010 4.48440 0.40075
H -4.43719 6.21417 3.34788
H -3.47172 4.78662 2.94513
H -5.08421 4.58895 3.67176
*
```

***

No. 8
The following is a DFT calculation (ωB97M-V with the def2-TZVPD basis set) of a 3-piece molecular cluster, C25H56BrNP overall at a distorted geometry.

```
! RIJCOSX wB97M-V def2-TZVPD def2/J DEFGRID3
* xyz 1 1
Br 7.87768 5.91049 -1.68742
C -6.23223 3.70522 5.48608
C -6.80681 3.76165 3.99219
C -6.35017 2.70123 2.96884
C -7.06054 2.78880 1.63749
P -6.75837 1.42160 0.40718
C -7.68629 1.64721 -1.12604
C -9.10906 2.14935 -0.88082
C -9.97881 2.22392 -2.16545
C -9.58037 3.35461 -3.16038
C -4.98744 1.19234 0.13510
C -4.31798 2.30119 -0.62408
C -2.75980 2.18574 -0.61603
C -2.03470 3.28926 -1.31555
C -7.47578 -0.15565 1.12987
C -8.03042 -1.27588 0.16594
C -9.23490 -2.16424 0.64742
C -10.41064 -1.35777 1.15947
H -6.47151 2.73190 5.91441
H -6.69309 4.41700 6.17097
H -5.15565 3.87073 5.52713
H -6.82661 4.72957 3.49133
H -7.86624 3.54895 4.13527
H -6.41137 1.68982 3.37062
H -5.28287 2.81257 2.77759
H -6.71708 3.69959 1.14700
H -8.12299 2.95578 1.81475
H -7.63131 0.88011 -1.89845
H -7.19721 2.49832 -1.59990
H -9.16313 3.09801 -0.34676
H -9.72391 1.51168 -0.24564
H -11.04966 2.36419 -2.01813
H -9.87972 1.27357 -2.68998
H -10.09381 4.29905 -2.98004
H -9.89374 3.15509 -4.18513
H -8.52250 3.61682 -3.14380
H -4.81603 0.20967 -0.30429
H -4.60595 1.11561 1.15329
H -4.65276 3.26884 -0.25034
H -4.53987 2.23003 -1.68888
H -2.37192 1.21621 -0.92855
H -2.48028 2.23529 0.43636
H -2.23706 4.31806 -1.01769
H -2.07368 3.16208 -2.39740
H -0.98225 3.06274 -1.14487
H -8.17176 0.20152 1.88890
H -6.67528 -0.51009 1.77923
H -7.18369 -1.90133 -0.11684
H -8.35869 -0.85084 -0.78257
H -8.89435 -2.84736 1.42556
H -9.57445 -2.84996 -0.12885
H -10.70658 -0.65565 0.38001
H -10.19255 -0.84586 2.09675
H -11.24800 -2.03738 1.31775
C 12.57647 -6.81236 -2.90429
C 13.25522 -5.73355 -2.06702
C 12.28176 -4.69059 -1.56818
C 13.02906 -3.42175 -0.92877
N 12.06640 -2.29584 -0.51725
C 12.83063 -1.15178 0.12485
C 11.84172 -0.38503 0.94106
C 10.88867 -1.48888 1.50762
C 11.22036 -2.75509 0.70632
C 11.21798 -1.82547 -1.73507
H 13.20133 -7.24093 -3.68785
H 11.74714 -6.45894 -3.51700
H 12.09508 -7.45977 -2.17133
H 13.96388 -5.26131 -2.74737
H 14.00225 -5.96329 -1.30724
H 11.43897 -4.91418 -0.91410
H 11.73541 -4.42807 -2.47409
H 13.69114 -2.88324 -1.60683
H 13.59673 -3.56882 -0.00996
H 13.17087 -0.54398 -0.71356
H 13.64293 -1.60299 0.69464
H 11.22714 0.28881 0.34413
H 12.31687 0.12884 1.77668
H 9.81442 -1.30438 1.51455
H 11.17445 -1.60168 2.55342
H 10.32773 -3.25314 0.32785
H 11.82967 -3.44838 1.28612
H 11.96931 -1.67076 -2.50946
H 10.65057 -0.91606 -1.53726
H 10.59962 -2.69095 -1.97308
*
```

Its energy above the lowest of the compared OMol25 structures with the same formula, charge and spin is 5.193 eV.

***

No. 9
The following is a DFT calculation (ωB97M-V with the def2-TZVPD basis set) of the molecule C2H6N2S at a distorted geometry.

```
! RIJCOSX wB97M-V def2-TZVPD def2/J DEFGRID3
* xyz 0 1
C -0.64779 0.67748 0.35724
C 0.70871 0.91256 -0.16993
H -3.49890 -0.17286 -0.33394
H -2.52629 -1.51432 0.06079
H -0.87233 0.83755 1.49206
H 1.19529 1.81067 0.22752
H 0.59761 1.10184 -1.23722
H 2.29681 -0.33563 1.20697
N -2.60829 -0.55215 0.12915
N -1.50930 0.10786 -0.37870
S 1.95409 -0.50984 -0.04957
*
```

Its energy above the lowest of the compared OMol25 structures with the same formula, charge and spin is 2.279 eV.

***

no.,HOMO level (eV)
1,-8.5
2,-9.0
3,-4.8
4,-8.7
5,-7.8
6,-8.1
7,-11.3
8,-5.8
9,-8.3